Entry from OMol25: a 9-piece molecular cluster, C12H42N4O14 overall in a non-equilibrium geometry (ωB97M-V with the def2-TZVPD basis set).

ORCA input file:
```
! RIJCOSX wB97M-V def2-TZVPD def2/J DEFGRID3
* xyz 0 1
C 17.38 -11.28 -2.57
O 18.36 -11.28 -3.32
N 16.84 -10.13 -2.09
N 16.66 -12.37 -2.20
H 15.96 -10.23 -1.61
H 17.26 -9.24 -2.29
H 16.99 -13.29 -2.46
H 15.74 -12.21 -1.84
C 17.37 -16.09 -3.84
O 16.85 -15.24 -3.14
N 17.26 -16.09 -5.21
N 18.17 -17.08 -3.35
H 17.69 -16.76 -5.82
H 16.78 -15.30 -5.61
H 18.35 -16.97 -2.37
H 18.62 -17.71 -3.98
C 18.23 -6.84 -5.72
C 18.48 -6.50 -4.26
O 17.66 -7.33 -3.43
O 18.61 -8.17 -6.01
H 18.78 -6.23 -6.42
H 17.15 -6.75 -5.94
H 18.20 -5.46 -4.06
H 19.54 -6.70 -4.07
H 16.76 -7.00 -3.53
H 18.22 -8.81 -5.40
C 15.34 -9.29 -6.80
C 13.92 -8.95 -6.39
O 13.55 -9.67 -5.22
O 15.49 -10.65 -7.11
H 16.06 -8.96 -6.05
H 15.59 -8.69 -7.69
H 13.26 -9.26 -7.21
H 13.77 -7.89 -6.24
H 13.56 -10.61 -5.46
H 16.14 -11.06 -6.51
C 19.32 -11.81 -10.08
C 18.62 -11.50 -8.77
O 17.75 -10.37 -8.93
O 18.50 -12.62 -10.93
H 20.29 -12.29 -9.93
H 19.54 -10.88 -10.62
H 19.39 -11.23 -8.03
H 18.07 -12.38 -8.47
H 16.93 -10.63 -8.49
H 17.73 -12.08 -11.12
C 13.47 -13.79 -6.14
C 14.82 -14.10 -5.48
O 15.90 -13.49 -6.17
O 13.01 -12.55 -5.60
H 12.78 -14.59 -5.85
H 13.56 -13.73 -7.22
H 14.90 -15.19 -5.44
H 14.85 -13.78 -4.44
H 15.60 -12.59 -6.39
H 12.14 -12.34 -5.96
C 21.13 -10.51 -5.26
C 21.64 -11.84 -5.76
O 21.48 -11.88 -7.19
O 21.77 -9.41 -5.88
H 21.29 -10.41 -4.18
H 20.04 -10.51 -5.40
H 21.06 -12.68 -5.38
H 22.71 -11.93 -5.59
H 21.91 -11.09 -7.54
H 21.07 -8.85 -6.24
O 19.79 -13.88 -3.23
H 19.53 -12.95 -3.18
H 20.25 -14.06 -2.41
O 17.38 -11.87 -5.72
H 17.97 -11.53 -5.02
H 17.26 -12.80 -5.52
*
```

SMILES string   NC(N)=O.NC(N)=O.OCCO.OCCO.OCCO.OCCO.OCCO.O.O
Kohn-Sham gap   0.3440 Eh
Molar mass   466.5 g/mol
Energy above the lowest of the compared OMol25 structures with the same formula, charge and spin   0.0 kcal/mol
Largest force on an atom   2.52 eV/Å
LUMO energy   0.016 Eh
Total energy   -1754.80509 Eh

Atomic partial charges in e from the Mulliken method, atoms 1 to 8: C 0.71; O -0.69; N -0.39; N -0.23; H 0.12; H 0.24; H 0.17; H 0.19